Here is C41H31BrIrN6O8S3 as an isolated structure from the Open Molecules 2025 dataset. Energies are from the ωB97M-V functional and the def2-TZVPD basis.

Its spin multiplicity is 2. The strongest force on any atom is 0.61 eV/A. The value obtained for the energy relative to the best compared isomer or geometry (same formula, charge and spin) is 0.0000 eV. The value obtained for the lowest unoccupied orbital energy (alpha / beta) is -1.942 / -2.555 eV. The energy comes out at -6384.35987 a.u. As for the gap between HOMO and LUMO (alpha / beta): 0.217 / 0.194 hartree.

Element x y z (Å)
Ir  -1.26  -1.25  1.11
O  1.20  0.01  -0.67
S  1.35  0.64  0.62
O  0.99  2.05  0.65
O  0.57  -0.06  1.70
C  3.10  0.61  1.05
C  3.62  1.85  1.41
C  4.94  2.00  1.77
C  5.78  0.90  1.78
C  5.28  -0.34  1.42
C  3.95  -0.51  1.05
S  3.48  -2.18  0.57
O  4.53  -3.03  1.10
O  3.41  -2.17  -0.88
O  2.19  -2.37  1.22
H  2.95  2.70  1.41
H  5.32  2.98  2.05
H  6.82  1.00  2.07
H  5.91  -1.22  1.42
S  -4.53  -4.24  1.40
C  -5.00  -3.10  0.21
C  -4.09  -2.10  0.03
C  -2.95  -2.25  0.88
C  -3.07  -3.37  1.67
C  -1.96  -3.69  2.55
C  -1.89  -4.74  3.46
C  -0.76  -4.87  4.24
C  0.27  -3.96  4.11
C  0.15  -2.94  3.19
N  -0.92  -2.83  2.41
H  -5.95  -3.22  -0.30
H  -4.21  -1.30  -0.69
H  -2.73  -5.42  3.55
H  -0.69  -5.69  4.95
H  1.17  -4.03  4.71
H  0.93  -2.20  3.02
Br  1.14  10.36  -0.49
C  0.00  8.91  -0.16
C  -1.04  8.64  -1.04
C  -1.88  7.57  -0.80
C  -1.68  6.76  0.34
C  -0.63  7.05  1.22
C  0.21  8.12  0.97
N  -2.53  5.69  0.48
N  -2.48  5.06  1.61
C  -2.43  3.77  1.73
C  -2.57  3.29  3.10
C  -2.43  2.01  3.45
C  -2.10  1.03  2.44
O  -1.88  -0.16  2.73
C  -2.03  1.47  1.03
N  -1.75  0.49  0.15
C  -1.60  0.79  -1.13
C  -1.78  2.08  -1.59
C  -2.06  3.10  -0.70
C  -2.19  2.80  0.66
H  -1.18  9.26  -1.91
H  -2.69  7.33  -1.46
H  -0.47  6.43  2.09
H  1.02  8.35  1.64
H  -2.78  4.05  3.84
H  -2.51  1.66  4.47
H  -1.31  -0.03  -1.77
H  -1.66  2.29  -2.64
H  -2.18  4.11  -1.04
C  1.67  -4.42  -3.89
N  1.34  -3.88  -2.58
N  0.28  -3.00  -2.44
C  -0.06  -2.95  -1.11
O  -0.82  -2.01  -0.73
C  0.66  -3.97  -0.46
C  1.52  -4.49  -1.39
C  2.57  -5.53  -1.23
C  0.00  -1.97  -3.37
C  -1.31  -1.84  -3.82
C  -1.63  -0.80  -4.68
C  -0.64  0.08  -5.10
C  0.67  -0.07  -4.65
C  0.99  -1.09  -3.77
H  1.09  -3.90  -4.64
H  1.45  -5.49  -3.94
H  2.73  -4.25  -4.10
H  0.68  -4.15  0.60
H  2.67  -5.77  -0.17
H  3.53  -5.14  -1.58
H  2.33  -6.44  -1.78
H  -2.06  -2.54  -3.48
H  -2.65  -0.69  -5.04
H  -0.88  0.89  -5.79
H  1.43  0.63  -4.97
H  1.99  -1.19  -3.36

***

Here is C41H31BrN5NaO2S as an isolated structure from the Open Molecules 2025 dataset. Energies are from the ωB97M-V functional and the def2-TZVPD basis.

Its spin multiplicity is 1. Its net charge is -2. The strongest force on any atom is 0.20 eV/A. The value obtained for the energy relative to the best compared isomer or geometry (same formula, charge and spin) is 0.0000 eV. The value obtained for the lowest unoccupied orbital energy is 3.739 eV. The energy comes out at -5139.82601 a.u. As for the gap between HOMO and LUMO: 0.188 hartree.

Element x y z (Å)
Na  -0.66  -0.20  -0.41
O  -0.43  -1.43  1.69
C  -0.46  -2.63  2.03
C  -0.70  -3.00  3.41
C  -0.65  -4.29  3.86
C  -0.36  -5.36  2.99
C  -0.18  -5.06  1.66
C  -0.24  -3.76  1.15
C  0.00  -3.60  -0.28
N  0.02  -2.52  -0.93
C  0.31  -2.56  -2.34
C  1.43  -1.58  -2.65
N  1.01  -0.23  -2.35
C  1.35  0.68  -3.16
C  1.07  2.10  -3.08
C  1.60  2.91  -4.09
C  1.43  4.28  -4.14
C  0.68  4.87  -3.12
C  0.13  4.13  -2.11
C  0.30  2.70  -2.01
O  -0.21  2.06  -1.06
H  -0.92  -2.18  4.09
H  -0.83  -4.49  4.92
H  -0.32  -6.38  3.35
H  0.02  -5.86  0.95
H  0.18  -4.56  -0.81
H  -0.59  -2.24  -2.88
H  0.58  -3.58  -2.69
H  1.76  -1.69  -3.70
H  2.29  -1.83  -2.01
H  1.93  0.40  -4.06
H  2.18  2.41  -4.87
H  1.86  4.86  -4.95
H  0.51  5.95  -3.14
H  -0.47  4.59  -1.34
S  -3.34  3.51  0.25
C  -2.47  3.33  1.74
C  -2.20  4.25  2.75
C  -1.45  3.84  3.84
C  -0.98  2.53  3.92
C  -1.24  1.60  2.93
C  -2.00  2.01  1.83
N  -2.34  1.19  0.78
C  -3.02  1.80  -0.12
C  -3.50  1.19  -1.38
C  -4.54  1.85  -2.07
C  -5.02  1.32  -3.25
C  -4.47  0.13  -3.73
C  -3.45  -0.49  -3.02
C  -2.89  -0.01  -1.81
H  -2.55  5.27  2.67
H  -1.21  4.55  4.62
H  -0.38  2.24  4.78
H  -0.89  0.58  2.95
H  -4.97  2.76  -1.68
H  -5.82  1.82  -3.79
H  -4.83  -0.30  -4.66
H  -3.05  -1.42  -3.44
Br  0.89  7.34  3.14
C  1.41  5.55  2.73
C  0.88  4.94  1.60
C  1.24  3.63  1.31
C  2.11  2.95  2.16
C  2.64  3.59  3.29
C  2.29  4.90  3.57
N  2.46  1.63  1.84
C  2.21  0.73  2.68
C  2.51  -0.71  2.46
C  2.27  -1.59  3.50
C  2.48  -2.95  3.30
C  2.90  -3.36  2.05
C  3.10  -2.39  1.07
N  2.94  -1.09  1.26
H  0.19  5.46  0.96
H  0.82  3.11  0.46
H  3.33  3.06  3.93
H  2.69  5.40  4.44
H  1.73  0.96  3.64
H  1.88  -1.22  4.45
H  2.26  -3.67  4.08
H  3.01  -4.41  1.82
H  3.41  -2.69  0.07

***

Here is C41H31Cl2I2N3O3TeTl as an isolated structure from the Open Molecules 2025 dataset. Energies are from the ωB97M-V functional and the def2-TZVPD basis.

Its spin multiplicity is 2. Its net charge is -2. The strongest force on any atom is 0.79 eV/A. The value obtained for the energy relative to the best compared isomer or geometry (same formula, charge and spin) is 0.0000 eV. The value obtained for the lowest unoccupied orbital energy (alpha / beta) is 3.489 / 3.489 eV. The energy comes out at -3927.33533 a.u. As for the gap between HOMO and LUMO (alpha / beta): 0.211 / 0.211 hartree.

Element x y z (Å)
Tl  0.90  -0.64  0.42
Cl  4.81  3.01  -1.52
C  4.11  1.75  -2.52
C  4.56  1.63  -3.83
C  4.05  0.67  -4.66
Cl  4.64  0.56  -6.31
C  3.05  -0.22  -4.20
C  2.46  -1.23  -4.99
C  1.49  -2.03  -4.45
C  1.10  -1.83  -3.11
N  1.64  -0.91  -2.36
C  2.60  -0.10  -2.86
C  3.12  0.93  -1.94
O  2.70  1.03  -0.76
H  5.32  2.31  -4.19
H  2.78  -1.36  -6.01
H  1.01  -2.81  -5.04
H  0.32  -2.43  -2.66
I  -3.57  -0.65  4.48
C  -2.28  0.92  4.03
C  -2.37  2.10  4.78
C  -1.53  3.16  4.54
I  -1.73  4.87  5.73
C  -0.55  3.08  3.52
C  0.37  4.11  3.20
C  1.28  3.93  2.20
C  1.29  2.72  1.49
N  0.45  1.75  1.76
C  -0.46  1.89  2.75
C  -1.34  0.72  2.99
O  -1.23  -0.34  2.34
H  -3.11  2.17  5.56
H  0.33  5.03  3.76
H  1.98  4.71  1.94
H  1.99  2.55  0.67
C  -5.89  -9.37  0.37
C  -5.06  -8.12  0.21
C  -5.50  -7.08  -0.60
C  -4.75  -5.91  -0.76
C  -5.31  -4.83  -1.65
C  -3.51  -5.77  -0.12
Te  -2.39  -3.84  -0.25
N  -1.61  -1.76  -0.84
C  -1.88  -0.48  -0.82
O  -0.99  0.42  -0.92
C  -3.32  -0.04  -0.73
C  -4.19  -0.55  0.22
C  -5.50  -0.09  0.28
C  -5.94  0.87  -0.62
C  -5.07  1.39  -1.56
C  -3.75  0.95  -1.61
C  -2.13  -4.19  -2.33
C  -2.70  -3.27  -3.22
C  -2.58  -3.43  -4.59
C  -1.87  -4.51  -5.10
C  -1.29  -5.41  -4.22
C  -1.41  -5.28  -2.84
C  -0.75  -6.30  -1.96
C  -3.08  -6.82  0.72
C  -1.79  -6.78  1.51
C  -3.85  -7.97  0.86
H  -6.81  -9.31  -0.20
H  -6.15  -9.54  1.42
H  -5.34  -10.25  0.02
H  -6.45  -7.16  -1.11
H  -6.33  -5.07  -1.94
H  -4.71  -4.71  -2.56
H  -5.30  -3.86  -1.15
H  -3.84  -1.28  0.93
H  -6.16  -0.47  1.05
H  -6.97  1.23  -0.57
H  -5.40  2.16  -2.26
H  -3.04  1.37  -2.31
H  -3.24  -2.42  -2.82
H  -3.03  -2.70  -5.25
H  -1.75  -4.64  -6.17
H  -0.72  -6.24  -4.61
H  -0.07  -6.92  -2.54
H  -1.48  -6.94  -1.47
H  -0.18  -5.81  -1.16
H  -1.21  -5.88  1.32
H  -1.16  -7.64  1.27
H  -2.00  -6.82  2.58
H  -3.50  -8.77  1.51

***

Here is C41H32F5N5O3SSeZr as an isolated structure at a distorted geometry from the Open Molecules 2025 dataset. Energies are from the ωB97M-V functional and the def2-TZVPD basis.

Its spin multiplicity is 1. The strongest force on any atom is 1.26 eV/A. The value obtained for the energy relative to the best compared isomer or geometry (same formula, charge and spin) is 0.0860 eV. The value obtained for the lowest unoccupied orbital energy is -1.219 eV. The energy comes out at -5427.20602 a.u. As for the gap between HOMO and LUMO: 0.221 hartree.

Element x y z (Å)
Zr  0.01  0.04  -0.05
C  -1.13  -3.55  0.96
O  -0.68  -2.74  -0.12
C  -1.19  -3.03  -1.36
C  -1.97  -4.15  -1.62
C  -2.42  -4.39  -2.91
C  -2.10  -3.52  -3.94
C  -1.34  -2.40  -3.67
C  -0.90  -2.13  -2.38
N  -0.16  -0.94  -2.06
N  0.04  -0.20  -3.07
C  0.85  0.89  -3.07
C  1.80  1.14  -2.05
O  1.81  0.42  -0.98
C  2.79  2.15  -2.25
C  2.78  2.89  -3.37
C  1.83  2.68  -4.43
C  1.86  3.47  -5.60
C  0.95  3.26  -6.60
C  -0.02  2.26  -6.46
C  -0.07  1.49  -5.32
C  0.86  1.68  -4.28
H  -0.87  -4.60  0.78
H  -2.20  -3.43  1.11
H  -0.60  -3.20  1.85
H  -2.24  -4.82  -0.82
H  -3.04  -5.26  -3.09
H  -2.45  -3.72  -4.94
H  -1.09  -1.70  -4.46
H  3.48  2.32  -1.43
H  3.51  3.69  -3.49
H  2.61  4.24  -5.69
H  0.98  3.86  -7.50
H  -0.74  2.10  -7.25
H  -0.84  0.73  -5.20
C  3.53  -2.82  0.76
C  3.58  -2.89  2.14
C  2.57  -2.31  2.89
C  1.55  -1.65  2.23
N  1.52  -1.54  0.90
C  2.49  -2.12  0.18
C  0.41  -1.03  2.95
C  0.11  -1.34  4.27
C  -0.95  -0.69  4.89
C  -1.67  0.25  4.17
C  -1.33  0.48  2.86
N  -0.32  -0.15  2.25
H  4.28  -3.27  0.14
H  4.40  -3.40  2.64
H  2.60  -2.33  3.97
H  2.42  -2.00  -0.89
H  0.69  -2.07  4.80
H  -1.20  -0.92  5.92
H  -2.50  0.79  4.62
H  -1.89  1.18  2.26
F  1.61  6.46  4.94
C  1.70  5.36  4.19
C  2.36  5.39  2.98
F  2.93  6.53  2.56
C  2.45  4.24  2.21
F  3.13  4.34  1.06
C  1.88  3.02  2.60
S  2.06  1.57  1.63
C  1.24  3.04  3.83
F  0.70  1.92  4.32
C  1.14  4.17  4.62
F  0.50  4.12  5.80
Se  -2.70  -0.72  0.14
C  -4.07  0.59  0.19
C  -4.63  1.12  -0.97
C  -5.69  1.99  -0.86
N  -6.24  2.37  0.29
C  -5.71  1.85  1.39
C  -4.64  0.97  1.40
H  -4.23  0.85  -1.94
H  -6.13  2.42  -1.76
H  -6.17  2.15  2.33
H  -4.26  0.57  2.33
C  0.29  3.91  -0.72
C  -0.86  3.10  -0.13
C  -2.19  3.65  -0.59
O  -0.72  1.73  -0.51
H  0.24  4.94  -0.36
H  0.21  3.91  -1.81
H  1.24  3.48  -0.43
H  -0.80  3.15  0.97
H  -2.29  3.53  -1.67
H  -2.27  4.71  -0.34
H  -3.02  3.12  -0.11

***

Here is C41H33AsInN4O2S as an isolated structure from the Open Molecules 2025 dataset. Energies are from the ωB97M-V functional and the def2-TZVPD basis.

Its spin multiplicity is 1. Its net charge is +1. The strongest force on any atom is 0.14 eV/A. The value obtained for the energy relative to the best compared isomer or geometry (same formula, charge and spin) is 0.0000 eV. The value obtained for the lowest unoccupied orbital energy is -3.530 eV. The energy comes out at -4775.69651 a.u. As for the gap between HOMO and LUMO: 0.253 hartree.

Element x y z (Å)
In  -0.03  -0.53  -0.09
O  0.53  3.02  -3.02
C  -0.32  3.87  -2.42
C  -0.39  5.16  -2.95
C  -1.22  6.10  -2.39
C  -2.00  5.79  -1.27
C  -1.94  4.52  -0.74
C  -1.10  3.54  -1.30
C  -1.03  2.22  -0.68
O  -0.28  1.32  -1.21
N  -1.76  2.02  0.43
N  -1.60  0.76  0.88
C  -2.23  0.32  1.90
C  -1.98  -1.07  2.29
C  -2.64  -1.65  3.36
C  -2.35  -2.97  3.69
C  -1.42  -3.67  2.93
C  -0.81  -3.02  1.87
N  -1.09  -1.76  1.56
H  0.50  2.17  -2.54
H  0.23  5.39  -3.81
H  -1.26  7.10  -2.81
H  -2.65  6.54  -0.83
H  -2.53  4.26  0.12
H  -2.92  0.95  2.45
H  -3.35  -1.08  3.94
H  -2.84  -3.45  4.52
H  -1.16  -4.70  3.16
H  -0.07  -3.51  1.25
C  -3.17  -0.81  -1.40
C  -2.24  -1.70  -2.16
C  -2.73  -2.47  -3.23
C  -1.88  -3.26  -3.93
C  -0.51  -3.32  -3.58
C  0.40  -4.12  -4.30
C  1.72  -4.13  -3.94
C  2.16  -3.35  -2.86
C  1.30  -2.56  -2.13
S  1.98  -1.65  -0.77
C  -0.08  -2.53  -2.49
N  -0.96  -1.74  -1.80
H  -4.15  -0.77  -1.88
H  -2.79  0.20  -1.33
H  -3.32  -1.19  -0.38
H  -3.78  -2.41  -3.48
H  -2.23  -3.86  -4.76
H  0.04  -4.70  -5.14
H  2.43  -4.73  -4.49
H  3.20  -3.37  -2.58
C  5.64  -1.12  3.36
C  4.62  -1.91  2.86
C  3.45  -1.32  2.39
C  3.31  0.07  2.44
C  4.33  0.86  2.95
C  5.50  0.26  3.41
As  1.63  0.86  1.88
C  2.18  2.45  0.93
C  3.26  2.39  0.06
C  3.58  3.49  -0.72
C  2.82  4.65  -0.64
C  1.74  4.71  0.21
C  1.41  3.61  1.00
C  0.95  1.50  3.58
C  1.19  2.78  4.06
C  0.72  3.15  5.31
C  0.02  2.24  6.09
C  -0.21  0.95  5.62
C  0.26  0.59  4.36
H  6.55  -1.58  3.72
H  4.73  -2.98  2.82
H  2.66  -1.93  1.99
H  4.22  1.93  2.99
H  6.29  0.88  3.80
H  3.86  1.49  -0.01
H  4.43  3.43  -1.40
H  3.07  5.50  -1.26
H  1.13  5.60  0.27
H  0.55  3.66  1.65
H  1.75  3.50  3.47
H  0.91  4.14  5.69
H  -0.35  2.53  7.07
H  -0.74  0.23  6.23
H  0.10  -0.43  4.01

***

Question: energy of number 2 (C41H31BrN5NaO2S)?
Answer: -5139.82601 a.u.

***

Question: The highest energy belongs to which entry?
Answer: C41H31Cl2I2N3O3TeTl